Version one
17
Properties=species:S:1:pos:R:3 method="wB97M-V/def2-TZVPD" total_charge=0 e_homo_ev=-9.9 smiles="CC(=O)O.NCC=O" orbital_gap_ev=10.64
C -1.57031 -0.46962 -3.23135
C -0.77037 -0.61768 -1.96769
O 0.39637 -0.92536 -1.92662
O -1.50283 -0.36962 -0.86802
H -1.96158 0.54455 -3.29747
H -0.94344 -0.71084 -4.08725
H -2.42512 -1.14552 -3.20588
H -0.85026 -0.16386 -0.12804
N 0.56252 0.30390 0.82081
C 0.56082 0.14834 2.26946
C 1.77729 0.72432 2.95967
O 2.64066 1.34027 2.39895
H 0.74782 1.27265 0.57936
H 1.33162 -0.21235 0.41038
H 0.50072 -0.90975 2.52746
H -0.32340 0.64055 2.69150
H 1.82949 0.55002 4.05472

Version two
17
Properties=species:S:1:pos:R:3 method="wB97M-V/def2-TZVPD" total_charge=0 e_homo_ev=-9.9 smiles="CC(=O)NCC=O.O" orbital_gap_ev=10.38
C -1.18921 -0.45467 0.97142
C -0.53445 0.63580 0.18874
O -1.18663 1.54926 -0.27947
N 0.80844 0.54966 -0.02192
C 1.73045 -0.33655 0.60120
C 3.06118 0.32186 0.85328
O 3.30522 1.47217 0.60411
H -0.56365 -0.87576 1.77377
H -2.07024 -0.03687 1.44824
H -1.47002 -1.27480 0.32383
H 1.21131 1.38624 -0.41820
H 1.41411 -0.67668 1.60097
H 1.88139 -1.26741 0.03243
H 3.80737 -0.33530 1.32934
O -4.69650 -2.59681 -2.48580
H -4.59577 -2.84343 -1.55104
H -3.80975 -2.43475 -2.81716

version one (46.2 kJ/mol below the next structure)

Version one
17
Properties=species:S:1:pos:R:3 method="wB97M-V/def2-TZVPD" total_charge=0 e_homo_ev=-8.7 orbital_gap_ev=8.84
C 1.50771 0.25782 0.16144
C -1.25260 1.26750 0.53446
C -0.55439 0.45514 -1.66354
N -0.34048 0.43803 -0.22777
C 0.52315 -0.70208 0.67388
O 1.02899 -1.96009 -0.00406
O 0.91985 -3.03502 0.89460
O 0.09244 -0.87203 1.82345
H 0.39739 -2.59626 1.62590
H 1.94857 0.09137 -0.81564
H 2.06518 0.83897 0.89673
H -1.06263 1.14393 1.59695
H -2.28686 0.95857 0.35517
H -1.13394 2.31926 0.25284
H -0.40955 1.46951 -2.05239
H -1.57847 0.14992 -1.89368
H 0.13563 -0.22452 -2.15833

Version two
17
Properties=species:S:1:pos:R:3 method="wB97M-V/def2-TZVPD" total_charge=0 e_homo_ev=-8.3 orbital_gap_ev=8.73
C -1.06319 -1.40539 -0.48457
C -0.90766 -0.10466 0.26119
O -1.02473 1.10642 -1.08600
O -1.55104 0.14778 1.28068
H -1.36625 1.87760 -0.60311
H -0.57160 -1.38012 -1.45665
H -2.13059 -1.55685 -0.65970
H -0.67536 -2.23689 0.10324
C 0.80039 0.43229 0.44303
N 1.72089 -0.64600 0.67730
C 0.79152 1.09165 -0.83818
O 0.78298 1.31473 1.51846
H -0.04339 1.11398 2.00603
H 1.75057 -1.30622 -0.09075
H 1.44895 -1.13905 1.52181
H 1.06900 0.53148 -1.72382
H 0.96952 2.15924 -0.86897

Version three
17
Properties=species:S:1:pos:R:3 method="wB97M-V/def2-TZVPD" total_charge=0 e_homo_ev=-10.1 smiles="C[C@@H](O)[C@H](N)C(=O)O" orbital_gap_ev=10.67
C 1.19080 1.45339 0.25316
C 0.72745 0.19542 -0.42858
O 1.62801 -0.91510 -0.40178
C -0.45683 -0.32072 0.34711
N -0.70749 -1.76913 0.17936
C -1.63009 0.40262 -0.04248
O -1.59114 1.58206 -0.27640
O -2.73718 -0.27040 -0.21959
H 0.45007 2.20959 0.04641
H 2.11990 1.72864 -0.08038
H 1.22992 1.35298 1.31385
H 0.49930 0.49722 -1.38738
H 2.50515 -0.61969 -0.46745
H -0.38780 -0.20199 1.42358
H -0.46346 -2.01642 -0.72229
H 0.06352 -2.08285 0.73748
H -2.44014 -1.22563 -0.27463

version three (206.8 kJ/mol below the next structure)

Version one
10
Properties=species:S:1:pos:R:3 method="wB97M-V/def2-TZVPD" total_charge=-1 e_homo_ev=-1.8 orbital_gap_ev=5.31
C 1.63176 -0.43041 3.91555
H 2.67870 -0.28850 4.18572
H 1.20770 0.49144 3.44851
H 1.46799 -1.25226 3.14416
H 0.98202 -0.78307 4.64379
C -1.53727 0.23928 -0.96333
S -0.08476 0.12802 -1.93652
H -2.25012 -0.63078 -0.89475
H -2.14107 1.01566 -1.32997
H -1.15603 0.54605 0.07352

Version two
10
Properties=species:S:1:pos:R:3 method="wB97M-V/def2-TZVPD" total_charge=-1 e_homo_ev=-1.8 orbital_gap_ev=4.27
C 1.59639 -4.82905 2.72556
H 1.21805 -5.46318 1.92145
H 2.66521 -4.65049 2.56867
H 1.45445 -5.37361 3.65705
H 1.12992 -3.85035 2.70025
C -1.50511 4.89836 -2.56834
S -2.85941 5.08253 -3.83770
H -1.86615 4.06560 -1.93836
H -0.73195 4.28489 -3.03119
H -1.10140 5.83530 -2.19739

version two (7.8 kJ/mol below the next structure)